Entry 1:
This record from the Open Molecules 2025 dataset describes a cluster of 4 separate species, C7H20ClO8PS in total. The level of theory is ωB97M-V with the def2-TZVPD basis set.

## Properties
- max |F| (eV Å⁻¹) = 2.293
- E_LUMO (eV) = -1.08
- SMILES string = O=C(OCl)OP(O)(O)=S.CCO.CCO.CCO
- multiplicity = 1
- E (eV) = -56609.57720

Structure (XYZ):
```
38
C7H20ClO8PS, DFT ωB97M-V with the def2-TZVPD basis set
O 2.7943 1.5275 1.4703
C 1.8847 0.7901 1.6278
O 2.0488 -0.5680 1.5426
Cl 2.3305 -0.9879 -0.0797
O 0.6753 1.2845 2.0062
P -0.6640 0.7673 1.2165
O -0.6605 -0.8279 1.1673
O -1.8133 1.1384 2.2498
S -0.9725 1.5116 -0.4966
H -0.3803 -1.2060 2.0083
H -1.7344 0.5519 3.0121
C -2.9278 2.1524 -5.4213
C -2.1675 1.2622 -4.4544
O -1.0426 1.9342 -3.8951
H -2.2721 2.4846 -6.2260
H -3.7781 1.6250 -5.8563
H -3.2979 3.0456 -4.9131
H -1.7838 0.3822 -4.9674
H -2.8258 0.9274 -3.6445
H -1.3659 2.7073 -3.4272
C -1.9872 -2.1996 -3.1715
C -1.5793 -3.1930 -2.0978
O -0.4912 -2.7005 -1.3214
H -1.1439 -1.9837 -3.8273
H -2.8110 -2.5869 -3.7735
H -2.2998 -1.2539 -2.7225
H -1.2495 -4.1282 -2.5470
H -2.4255 -3.4117 -1.4363
H -0.7777 -1.8800 -0.9104
C 4.4404 0.7441 5.4290
C 3.3464 -0.3067 5.4720
O 2.0905 0.2725 5.8347
H 4.5330 1.2329 6.3986
H 5.4013 0.3009 5.1655
H 4.2038 1.5180 4.6952
H 3.5773 -1.0666 6.2154
H 3.2469 -0.8007 4.4987
H 1.8781 0.9407 5.1794
```

These are the Mulliken partial charges, in e, on atoms 1 to 6: -0.4504, 0.6214, -0.2337, 0.0858, -0.1886, 0.7638

***

Entry 2:
This record from the Open Molecules 2025 dataset describes the molecule C4H6N2O2. The level of theory is ωB97M-V with the def2-TZVPD basis set.

## Properties
- max |F| (eV Å⁻¹) = 7.897
- E_LUMO (eV) = 0.31
- SMILES string = [H]/N=C1/COC(=C)N1O
- multiplicity = 1
- energy relative to the best compared isomer or geometry (same formula, charge and spin) (kcal per mole) = 127.71
- E (eV) = -11315.50374

Structure (XYZ):
```
14
C4H6N2O2, DFT ωB97M-V with the def2-TZVPD basis set
C -1.0117 -0.1905 -0.3164
C -2.2603 0.1862 -0.2073
C 0.8673 -1.4940 0.2084
C 1.2574 0.0256 0.0410
H -0.2008 2.0320 0.4982
H -2.5067 1.1571 -0.4500
H -3.0017 -0.7126 -0.1080
H 0.7703 -1.6179 1.3039
H 1.7315 -2.0381 -0.3242
H 2.5965 1.3832 0.2822
N 0.1070 0.5259 -0.6047
N 2.3534 0.4792 0.5620
O -0.2301 1.7681 -0.6648
O -0.4722 -1.5042 -0.2203
```

These are the Mulliken partial charges, in e, on atoms 1 to 6: 0.4587, -0.9503, -0.1672, 0.1996, 0.3699, 0.3931

***

Entry 3:
This record from the Open Molecules 2025 dataset describes a cluster of 2 separate species, C4H10O2S2 in total. The level of theory is ωB97M-V with the def2-TZVPD basis set.

## Properties
- max |F| (eV Å⁻¹) = 1.485
- E_LUMO (eV) = 0.46
- SMILES string = CSSCCC=O.O
- multiplicity = 1
- energy relative to the best compared isomer or geometry (same formula, charge and spin) (kcal per mole) = 22.12
- E (eV) = -30075.26830

Structure (XYZ):
```
18
C4H10O2S2, DFT ωB97M-V with the def2-TZVPD basis set
C -0.9952 -0.1641 -1.6263
C -2.4357 -0.3362 -1.2203
O -3.1236 0.5173 -0.7440
C -0.1255 -1.1492 -0.8035
S -0.3254 -0.9017 1.0081
S 0.9728 0.6796 1.3134
C 2.5733 -0.1333 1.5420
H -0.6500 0.8369 -1.4366
H -0.9381 -0.4941 -2.6693
H -2.8613 -1.3494 -1.3867
H -0.5143 -2.1336 -0.9447
H 0.9338 -1.0078 -1.0164
H 2.8731 -0.6605 0.6491
H 3.2660 0.6667 1.7837
H 2.4949 -0.8949 2.3003
H 1.7592 1.6502 -0.6008
H 2.5721 1.6454 -1.9399
O 1.6861 1.6075 -1.5702
```

These are the Mulliken partial charges, in e, on atoms 1 to 6: -0.1881, -0.0514, -0.4579, -0.7994, -0.0625, -0.1208

***

Entry 4:
This record from the Open Molecules 2025 dataset describes the ion C5H9FN with charge +1. The level of theory is ωB97M-V with the def2-TZVPD basis set.

## Properties
- max |F| (eV Å⁻¹) = 3.505
- E_LUMO (eV) = -5.71
- SMILES string = C=[NH+]C[C@H]1C[C@@H]1F
- total charge = +1
- multiplicity = 1
- energy relative to the best compared isomer or geometry (same formula, charge and spin) (kcal per mole) = 51.71
- E (eV) = -9528.38888

Structure (XYZ):
```
16
C5H9FN, DFT ωB97M-V with the def2-TZVPD basis set
C -1.7891 1.1193 0.4720
C 0.6668 0.5289 -0.2921
C 2.1600 -1.4245 0.3054
C -0.6604 0.1584 0.4114
C -1.8532 -0.1169 -0.4234
N 1.8634 -0.2777 -0.1641
F -2.6901 -1.1427 -0.1969
H -2.2477 1.1587 1.4599
H -1.5255 1.9856 0.0352
H 0.3091 0.5105 -1.2848
H 0.7912 1.5461 -0.0591
H 1.7017 -1.7644 1.1879
H 2.9510 -1.8634 -0.1474
H -0.4109 -0.4865 1.1559
H 2.4987 0.0828 -0.9039
H -1.7650 -0.0143 -1.5559
```

These are the Mulliken partial charges, in e, on atoms 1 to 6: -0.8098, -0.5572, -0.1027, -0.2632, 0.0507, -0.0066

***

Entry 5:
This record from the Open Molecules 2025 dataset describes a cluster of 10 separate species, C30H50Br10O15 in total. The level of theory is ωB97M-V with the def2-TZVPD basis set.

## Properties
- max |F| (eV Å⁻¹) = 2.731
- E_LUMO (eV) = 0.11
- SMILES string = C[C@H]1COC(=O)O1.C[C@H]1COC(=O)O1.C[C@H]1COC(=O)O1.C[C@H]1COC(=O)O1.C[C@H]1COC(=O)O1.BrCCBr.BrCCBr.BrCCBr.BrCCBr.BrCCBr
- multiplicity = 1
- energy relative to the best compared isomer or geometry (same formula, charge and spin) (kcal per mole) = 0.00
- E (eV) = -763058.98249

Structure (XYZ):
```
105
C30H50Br10O15, DFT ωB97M-V with the def2-TZVPD basis set
Br 10.8269 -20.1579 -14.0979
C 11.3316 -19.0028 -15.6410
C 10.9663 -17.5765 -15.3867
Br 9.1608 -17.0920 -16.0677
H 11.0372 -19.5301 -16.5368
H 12.4088 -18.9992 -15.4671
H 11.6244 -16.8653 -15.8900
H 11.0429 -17.2335 -14.3586
Br 12.6516 -14.7162 -22.5436
C 14.3926 -15.5045 -23.0195
C 14.9368 -14.8152 -24.2723
Br 16.7369 -15.5068 -24.6693
H 14.2119 -16.5594 -23.1973
H 15.0498 -15.3838 -22.1650
H 15.0217 -13.7528 -24.0595
H 14.2592 -14.9296 -25.1116
Br 8.5029 -18.0752 -27.4144
C 10.4256 -18.2246 -27.2038
C 10.7682 -18.1210 -25.7160
Br 12.5294 -17.1603 -25.4171
H 10.8909 -17.4304 -27.7742
H 10.6514 -19.2268 -27.5496
H 10.8859 -19.1015 -25.2739
H 10.1043 -17.4500 -25.1889
Br 6.8604 -14.2430 -18.7337
C 4.9476 -14.5040 -18.9778
C 4.2858 -14.7090 -17.6213
Br 2.4450 -15.4000 -17.6556
H 4.8271 -15.3530 -19.6406
H 4.5574 -13.6271 -19.4843
H 4.2662 -13.7820 -17.0519
H 4.9136 -15.3586 -17.0136
Br 13.3297 -20.0976 -19.8728
C 14.6198 -19.1876 -18.6794
C 15.0634 -20.0148 -17.5114
Br 16.0667 -18.7538 -16.3631
H 14.1711 -18.2568 -18.3334
H 15.4369 -18.9360 -19.3477
H 15.6236 -20.8372 -17.9601
H 14.2659 -20.4068 -16.8923
C 8.8399 -23.1721 -18.9840
C 7.7468 -22.3434 -18.3375
C 8.1560 -21.8154 -16.9193
O 8.1457 -20.3853 -17.0651
C 7.6775 -20.0468 -18.2926
O 7.3948 -18.9201 -18.5836
O 7.7443 -21.0959 -19.0821
H 9.7663 -22.6489 -18.7499
H 8.7643 -23.3308 -20.0535
H 8.8651 -24.1283 -18.4525
H 6.7194 -22.6979 -18.4006
H 9.1754 -22.0621 -16.6259
H 7.4345 -22.0709 -16.1461
C 11.6560 -16.1810 -19.3363
C 10.4074 -16.8371 -19.8923
C 9.4381 -15.9122 -20.5624
O 9.3982 -16.3726 -21.9184
C 10.1303 -17.5231 -22.0530
O 10.2309 -18.0962 -23.0976
O 10.8967 -17.6781 -20.9638
H 12.0284 -15.3949 -19.9951
H 12.4834 -16.8664 -19.1651
H 11.4469 -15.6517 -18.4020
H 9.9434 -17.4459 -19.1154
H 9.5718 -14.8313 -20.6278
H 8.4745 -16.0437 -20.0618
C 6.8065 -18.8201 -23.3509
C 5.4886 -18.0919 -23.1686
C 4.8493 -18.3676 -21.7886
O 4.2774 -17.0912 -21.4686
C 4.8003 -16.1174 -22.2603
O 4.5947 -14.9556 -22.1953
O 5.6819 -16.7090 -23.0974
H 6.5588 -19.8387 -23.6637
H 7.3860 -18.9852 -22.4351
H 7.5508 -18.3507 -23.9928
H 4.8100 -18.3577 -23.9841
H 5.5667 -18.5971 -21.0014
H 4.0968 -19.1482 -21.8746
C 11.1384 -11.3839 -18.0072
C 11.8672 -12.0685 -16.8685
C 11.0071 -13.0858 -16.1519
O 11.8418 -14.2372 -16.0714
C 12.9202 -14.0796 -16.8988
O 13.6596 -14.9513 -17.2067
O 12.9407 -12.8339 -17.3911
H 11.7641 -10.8328 -18.7134
H 10.4207 -10.6306 -17.6704
H 10.5673 -12.0519 -18.6582
H 12.2450 -11.2795 -16.2155
H 10.0735 -13.3531 -16.6523
H 10.6734 -12.6938 -15.1893
C 11.3173 -21.7744 -21.9077
C 11.1402 -20.7890 -23.0790
C 12.4064 -20.2470 -23.7190
O 12.1531 -20.4411 -25.0982
C 11.0091 -21.1081 -25.3193
O 10.7001 -21.4320 -26.4277
O 10.3562 -21.3166 -24.1755
H 12.3627 -21.9809 -21.6926
H 10.7333 -22.6294 -22.2530
H 10.8862 -21.3623 -20.9995
H 10.4218 -20.0412 -22.7356
H 13.2846 -20.7974 -23.3816
H 12.4958 -19.2055 -23.4017
```

These are the Mulliken partial charges, in e, on atoms 1 to 6: -0.1832, -0.4768, -0.1584, -0.1583, 0.3576, 0.2277